No. 1
The following is a quantum chemistry calculation of a cluster of 2 separate species, C2H2FOP in total at a distorted geometry, from OMol25.

Output
HOMO-LUMO gap (alpha / beta)	8.0881 / 8.8767	eV
E	-16155.1697	eV
energy relative to the best compared isomer or geometry (same formula, charge and spin)	387.02	kJ/mol
HOMO level (alpha / beta)	-0.3310 / -0.3493	Eh
lowest unoccupied orbital energy (alpha / beta)	-0.919 / -0.629	eV
largest force on an atom	2.31	eV/A

```
7
Properties=species:S:1:pos:R:3:mulliken_charge:R:1
C 0.73521 0.14225 -0.69637 -0.186
C -1.45521 -0.71057 0.38146 0.345
O -2.27766 -1.36829 -0.13968 -0.319
F -1.47362 -0.28726 1.64363 -0.160
P 1.27746 1.06123 0.51614 -0.147
H 0.69585 -0.34924 -1.63615 0.431
H 2.49797 1.51187 -0.06902 0.035
```

No. 2
The following is a quantum chemistry calculation of a cluster of 2 separate species, C5H11NO in total at a distorted geometry, from OMol25.

Output
HOMO-LUMO gap	8.9224	eV
structure (SMILES)	C=CCNC=C.O
E	-8898.9986	eV
energy relative to the best compared isomer or geometry (same formula, charge and spin)	260.39	kJ/mol
HOMO level	-0.2955	Eh
lowest unoccupied orbital energy	0.880	eV
largest force on an atom	1.43	eV/A

```
18
Properties=species:S:1:pos:R:3:mulliken_charge:R:1
C -2.66326 1.14906 -1.54751 -0.801
C -1.62706 0.55017 -0.97363 0.014
C -0.71899 -0.50970 -1.54233 -0.645
N -0.04148 -1.32683 -0.56615 -0.292
C 0.78396 -0.70183 0.37419 0.068
C 1.38730 -1.37066 1.35474 -0.849
H -3.44840 1.62353 -0.98404 0.259
H -2.73306 1.24034 -2.62461 0.262
H -1.54977 0.71376 0.10115 0.279
H -1.32976 -1.14723 -2.18128 0.408
H 0.02879 -0.06257 -2.19010 0.288
H -0.57846 -2.04747 -0.10917 0.279
H 1.03686 0.34394 0.27826 0.362
H 1.17178 -2.37610 1.70202 0.277
H 1.98145 -0.84130 2.08404 0.086
O 2.18631 1.72616 2.10592 -0.626
H 2.38546 2.22271 2.90944 0.306
H 2.92263 1.10022 2.01369 0.324
```

No. 3
The following is a quantum chemistry calculation of the ion C4H3BrO5S with charge -2 at a distorted geometry, from OMol25.

Output
HOMO-LUMO gap	6.4621	eV
structure (SMILES)	C/C(Br)=C(/C(=O)[O-])S(=O)(=O)[O-]
E	-95311.7319	eV
HOMO level	-0.0415	Eh
lowest unoccupied orbital energy	5.332	eV
total charge	-2
largest force on an atom	2.26	eV/A

```
14
Properties=species:S:1:pos:R:3:mulliken_charge:R:1
C 1.76344 0.67355 -0.00825 -0.829
C 0.32264 0.91886 -0.04900 0.290
Br -0.15415 2.88993 0.07476 -0.365
C -0.67619 0.04852 -0.03527 0.435
C -2.13801 0.46458 -0.04288 0.116
O -2.65533 0.72379 -1.14450 -0.718
O -2.57972 0.64459 1.08897 -0.667
S -0.18162 -1.70253 -0.01575 1.097
O 0.77736 -1.77832 1.11915 -0.760
O 0.49681 -1.98962 -1.30073 -0.688
O -1.37017 -2.45672 0.19465 -0.666
H 1.71919 -0.42860 0.16140 0.274
H 2.19381 1.15455 0.84214 0.289
H 2.48195 0.83742 -0.88470 0.191
```